54
Properties=species:S:1:pos:R:3 method="wB97M-V/def2-TZVPD" e_above_lowest_ev=3.4296 smiles="CCCCCC/C=N/Nc1nnc(Cc2ccc(OC)c(OC)c2)c(=O)[nH]1" homo_lumo_gap_ev=8.12 spin_multiplicity=1 total_charge=0
C -1.7236 -0.2610 2.9102
C -2.2550 -1.2266 1.8573
C -3.6419 -0.8312 1.3529
C -4.1196 -1.7630 0.2411
C -5.5005 -1.4132 -0.3163
C -5.5922 0.0078 -0.9022
C -4.5206 0.2456 -1.9075
N -3.4489 0.8091 -1.5410
N -2.4243 1.0036 -2.3870
C -1.2480 1.4896 -1.9062
N -0.2535 1.6831 -2.7226
N 0.8950 2.1459 -2.2276
C 1.0437 2.4042 -0.9714
C 2.3851 2.8396 -0.4703
C 3.1236 1.5954 -0.0372
C 3.1574 1.2033 1.2850
C 3.8130 0.0348 1.6524
C 4.4317 -0.7574 0.7022
O 5.1014 -1.9188 0.9582
C 5.1878 -2.3551 2.2901
C 4.3841 -0.3688 -0.6560
O 5.0070 -1.2084 -1.5312
C 4.9883 -0.8738 -2.8961
C 3.7308 0.7980 -1.0049
C -0.0247 2.2245 0.0207
O 0.0256 2.4587 1.2083
N -1.1845 1.7418 -0.5715
H -2.4243 -0.1751 3.7381
H -0.7728 -0.6147 3.3013
H -1.5612 0.7297 2.4918
H -1.5599 -1.2580 1.0141
H -2.3019 -2.2335 2.2794
H -4.3519 -0.8592 2.1827
H -3.6046 0.1920 0.9779
H -4.1554 -2.7852 0.6257
H -3.3888 -1.7481 -0.5707
H -6.2466 -1.5010 0.4756
H -5.7541 -2.1360 -1.0955
H -5.4933 0.7362 -0.0985
H -6.5698 0.1320 -1.3709
H -4.6728 -0.1193 -2.9278
H -2.4665 0.7473 -3.3712
H 2.9240 3.3420 -1.2727
H 2.2488 3.5087 0.3792
H 2.6674 1.7991 2.0391
H 3.8298 -0.2457 2.6933
H 4.1984 -2.5574 2.7150
H 5.7100 -1.6278 2.9212
H 5.7610 -3.2806 2.2593
H 5.5258 -1.6749 -3.4014
H 5.4966 0.0778 -3.0848
H 3.9663 -0.8202 -3.2858
H 3.6680 1.1101 -2.0350
H -2.0096 1.5545 -0.0084